1.
49
Properties=species:S:1:pos:R:3:mulliken_charge:R:1 method="wB97M-V/def2-TZVPD" max_force_ev_per_a=9.776 homo_ev=-17.07 energy_ev=-53647.9261 gap_ev=4.0 total_charge=+3 spin_multiplicity=1
Hf 0.460 0.049 0.809 1.11
Cl -1.371 1.318 1.555 -0.18
C 0.888 -1.056 -0.979 0.63
O 1.208 -1.806 -1.838 -0.12
P 0.205 1.566 -1.555 1.37
C 1.349 3.011 -1.329 0.48
C 0.665 1.101 -3.280 0.40
C -1.416 2.442 -1.887 0.19
C -0.202 1.171 -4.394 -0.30
C 0.220 0.727 -5.661 -0.69
C 1.511 0.206 -5.839 -0.56
C 2.379 0.144 -4.736 -0.83
C 1.956 0.582 -3.478 -0.20
H -1.213 1.577 -4.293 0.35
H -0.469 0.767 -6.516 0.43
H 1.832 -0.169 -6.824 0.42
H 3.386 -0.271 -4.866 0.42
H 2.656 0.523 -2.639 0.38
C 1.691 3.340 -0.007 0.10
C 2.590 4.377 0.256 -0.86
C 3.156 5.111 -0.796 -0.59
C 2.825 4.795 -2.123 -0.70
C 1.925 3.750 -2.391 -0.04
H 1.247 2.806 0.855 -0.14
H 2.847 4.618 1.292 0.41
H 3.860 5.924 -0.588 0.43
H 3.269 5.357 -2.952 0.44
H 1.675 3.514 -3.430 0.50
C -1.528 3.822 -2.158 -0.13
C -2.788 4.404 -2.389 -0.71
C -3.953 3.625 -2.329 -0.53
C -3.852 2.253 -2.038 -0.70
C -2.597 1.670 -1.823 -0.05
H -0.627 4.442 -2.197 0.39
H -2.849 5.477 -2.603 0.43
H -4.932 4.092 -2.495 0.42
H -4.765 1.647 -1.975 0.42
H -2.529 0.596 -1.595 0.26
H 0.565 3.444 3.479 -0.02
H -0.176 3.520 3.379 0.03
N 0.055 -3.360 4.280 -0.54
N -0.271 -2.854 3.060 1.12
N -1.071 -3.656 2.286 -0.61
C -1.187 -2.902 1.200 0.00
N -0.504 -1.732 1.283 -0.15
N 0.099 -1.705 2.547 -0.59
H 0.673 -2.847 4.875 0.27
H -0.313 -4.265 4.546 0.33
H -1.774 -3.219 0.369 0.50



2.
12
Properties=species:S:1:pos:R:3:mulliken_charge:R:1 method="wB97M-V/def2-TZVPD" relative_energy_kj_mol=600.6 max_force_ev_per_a=4.283 homo_ev=-8.93 energy_ev=-9808.0904 gap_ev=9.7 spin_multiplicity=1 smiles="C#CCO/C=N/O"
C 1.760 -2.098 0.135 0.09
C 1.723 -0.986 -0.271 -0.57
C 1.628 0.408 -0.501 -0.23
O 0.285 1.053 0.075 -0.40
C -1.021 0.572 0.150 0.25
N -2.051 1.240 0.548 -0.35
O -3.253 0.551 0.340 -0.39
H 2.003 -2.957 0.539 0.52
H 1.603 0.534 -1.606 0.26
H 2.378 1.100 0.078 0.24
H -1.005 -0.519 -0.254 0.24
H -4.051 1.102 0.766 0.36



3.
11
Properties=species:S:1:pos:R:3:mulliken_charge:R:1 method="wB97M-V/def2-TZVPD" relative_energy_kj_mol=197.2 max_force_ev_per_a=5.041 homo_ev=1.70 energy_ev=-19058.5057 gap_ev=5.7 total_charge=-2 spin_multiplicity=1
C -0.116 1.206 -0.251 0.21
C -0.609 -0.897 0.362 -1.31
N 0.752 1.885 0.499 -0.99
O -2.782 -0.400 -1.324 -0.84
O -3.148 0.176 1.094 -0.80
O -1.426 1.565 -0.301 -0.36
P -2.099 0.026 0.003 0.73
H 0.206 0.985 -1.288 0.28
H -0.157 -1.210 -0.462 0.50
H -0.272 -1.018 1.360 0.39
H 1.671 1.622 0.110 0.20



4.
11
Properties=species:S:1:pos:R:3:mulliken_charge:R:1 method="wB97M-V/def2-TZVPD" relative_energy_kj_mol=333.8 max_force_ev_per_a=1.925 homo_ev=-8.98 energy_ev=-10143.6750 gap_ev=9.9 spin_multiplicity=1 smiles=ONc1c[nH]nn1
O 1.932 -1.422 0.014 -0.43
N 0.867 -1.130 -0.867 -0.30
C -0.010 -0.184 -0.320 0.35
C -1.340 -0.311 -0.104 -0.25
N -1.628 0.904 0.457 0.25
N -0.532 1.662 0.651 -0.57
N 0.444 1.011 0.171 -0.17
H 2.696 -0.887 -0.328 0.34
H 0.333 -2.022 -0.887 0.28
H -1.976 -1.178 0.040 0.30
H -2.470 1.297 0.731 0.19



5.
70
Properties=species:S:1:pos:R:3:mulliken_charge:R:1 method="wB97M-V/def2-TZVPD" max_force_ev_per_a=2.574 homo_ev="-18.40 / -18.68" s2=8.843 energy_ev=-109868.2113 gap_ev="8.0 / 4.2" total_charge=+4 spin_multiplicity=6
Pd 0.157 0.450 1.039 0.29
N 2.293 2.945 2.452 0.14
C 1.217 3.498 1.798 0.50
C 1.066 4.902 1.814 -0.72
C -0.039 5.468 1.222 -0.60
C -0.970 4.649 0.580 -0.99
C -0.728 3.290 0.556 -0.32
N 0.329 2.740 1.158 0.64
C 2.501 1.682 2.946 0.62
C 3.585 1.495 3.829 -0.75
C 3.804 0.256 4.382 -0.54
C 2.932 -0.790 4.081 -0.92
C 1.885 -0.538 3.215 -0.25
N 1.698 0.656 2.642 0.12
H 2.984 3.622 2.764 0.28
H 1.801 5.513 2.318 0.48
H -0.188 6.539 1.251 0.48
H -1.840 5.059 0.094 0.51
H -1.378 2.604 0.009 0.59
H 4.226 2.329 4.070 0.48
H 4.630 0.099 5.062 0.49
H 3.058 -1.766 4.520 0.52
H 1.144 -1.310 2.989 0.60
C -3.155 -2.307 1.944 -0.67
N -3.982 -1.142 1.750 -0.18
C -3.599 0.112 1.892 0.51
S -1.955 0.495 2.358 -0.36
N -4.438 1.122 1.740 -0.12
C -5.846 0.991 1.419 -1.05
H -3.587 -3.134 1.386 0.38
H -3.111 -2.588 2.997 0.33
H -2.138 -2.118 1.587 -0.06
H -4.978 -1.330 1.688 0.26
H -4.127 2.050 2.003 0.27
H -6.433 0.682 2.288 0.37
H -5.993 0.273 0.615 0.37
H -6.224 1.955 1.089 0.34
C 1.415 2.038 -2.032 -1.44
Ge 0.744 0.297 -1.319 1.04
C 2.392 -0.924 -1.447 0.45
C 3.229 -0.826 -2.537 -0.16
C 4.497 -1.393 -2.453 -0.75
C 4.842 -2.119 -1.328 -0.39
C 3.981 -2.237 -0.251 -0.75
C 2.719 -1.659 -0.322 0.10
C -0.398 -0.638 -2.742 0.53
C -0.520 0.040 -3.943 -0.41
C -1.187 -0.546 -5.017 -0.91
C -1.720 -1.817 -4.891 -0.68
C -1.624 -2.526 -3.680 0.67
C -2.155 -3.825 -3.529 -0.65
C -2.033 -4.519 -2.334 -0.76
C -1.397 -3.919 -1.246 -0.82
C -0.888 -2.639 -1.358 0.24
C -0.956 -1.919 -2.567 0.46
H 1.886 1.915 -3.006 0.59
H 2.176 2.428 -1.357 0.36
H 0.627 2.782 -2.114 0.45
H 2.951 -0.299 -3.439 0.48
H 5.174 -1.275 -3.288 0.47
H 5.787 -2.651 -1.315 0.47
H 4.259 -2.795 0.634 0.49
H 2.016 -1.750 0.511 0.22
H -0.106 1.031 -4.066 0.45
H -1.279 -0.003 -5.948 0.47
H -2.221 -2.281 -5.731 0.50
H -2.653 -4.284 -4.372 0.50
H -2.432 -5.520 -2.245 0.46
H -1.305 -4.469 -0.321 0.56
H -0.420 -2.152 -0.493 -0.28